[1]
Below is 3 unconnected molecules or ions with the total composition C45H50NO7SSi, with properties calculated with ωB97M-V/def2-TZVPD.

* E_LUMO: -3.67 eV
* Kohn-Sham gap: 7.18 eV
* HOMO level: -10.85 eV
* charge: +1
* total energy: -3013.68793 a.u.

```
105
C45H50NO7SSi | the OMol25 dataset | ωB97M-V/def2-TZVPD
C 2.723 -0.255 -2.868
O 1.966 0.744 -3.532
C 0.890 1.195 -2.757
C -0.072 1.997 -3.602
C -1.371 2.186 -2.835
C -2.327 3.189 -3.470
C -3.788 2.768 -3.298
C -4.397 2.915 -1.890
C -4.805 1.583 -1.242
N -3.872 1.286 -0.142
C -3.788 -0.007 0.552
C -4.302 -1.227 -0.223
C -3.200 -2.289 -0.351
C -2.237 -1.974 -1.477
O -2.866 -2.297 -2.714
C -2.318 -1.612 -3.770
O -1.759 -2.163 -4.720
C -3.138 2.281 0.234
Si -1.788 2.325 1.615
C -0.407 1.200 0.981
C -2.399 1.661 3.254
C -1.113 4.061 1.698
S -3.391 3.737 -0.609
H 2.326 -1.234 -3.112
H 2.626 -0.130 -1.790
H 3.771 -0.160 -3.108
H 0.340 0.320 -2.389
H 1.225 1.799 -1.912
H 0.363 2.958 -3.859
H -0.248 1.483 -4.541
H -1.100 2.515 -1.832
H -1.838 1.208 -2.718
H -2.165 4.182 -3.062
H -2.135 3.266 -4.534
H -4.386 3.387 -3.954
H -3.853 1.737 -3.628
H -5.321 3.460 -2.035
H -5.843 1.498 -0.952
H -4.649 0.826 -2.005
H -4.373 0.096 1.460
H -2.769 -0.195 0.862
H -4.664 -0.984 -1.213
H -5.124 -1.690 0.306
H -2.637 -2.354 0.575
H -3.643 -3.262 -0.521
H -1.986 -0.909 -1.448
H -1.319 -2.544 -1.372
H -2.474 -0.524 -3.727
H -0.340 0.274 1.537
H -0.597 0.938 -0.061
H 0.536 1.731 0.986
H -1.889 2.222 4.031
H -2.040 0.642 3.347
H -3.469 1.694 3.410
H -1.877 4.791 1.945
H -0.672 4.355 0.751
H -0.333 4.063 2.449
C 6.897 -7.123 -6.627
C 6.135 -8.096 -7.266
C 4.762 -7.954 -7.359
C 4.141 -6.842 -6.806
C 4.904 -5.873 -6.149
C 6.283 -6.015 -6.070
C 4.258 -4.691 -5.515
O 4.916 -3.844 -4.946
C 2.774 -4.580 -5.590
C 2.145 -3.512 -4.965
C 0.769 -3.383 -5.031
C 0.012 -4.318 -5.729
C 0.633 -5.387 -6.351
C 2.014 -5.526 -6.278
C 2.663 -6.700 -6.932
O 2.004 -7.513 -7.543
H 7.971 -7.233 -6.563
H 6.616 -8.965 -7.692
H 4.165 -8.704 -7.859
H 6.869 -5.257 -5.569
H 2.739 -2.789 -4.428
H 0.280 -2.549 -4.543
H -1.063 -4.209 -5.785
H 0.053 -6.120 -6.894
C -1.561 1.044 10.177
C -0.936 1.444 11.352
C 0.111 2.348 11.310
C 0.543 2.851 10.090
C -0.074 2.436 8.907
C -1.132 1.538 8.958
C 0.397 2.932 7.585
O -0.146 2.577 6.556
C 1.554 3.869 7.557
C 2.046 4.307 6.334
C 3.112 5.187 6.291
C 3.690 5.642 7.471
C 3.207 5.207 8.693
C 2.145 4.315 8.741
C 1.660 3.837 10.068
O 2.161 4.237 11.095
H -2.384 0.342 10.214
H -1.267 1.049 12.303
H 0.598 2.668 12.220
H -1.611 1.227 8.041
H 1.591 3.952 5.420
H 3.497 5.522 5.337
H 4.520 6.334 7.436
H 3.654 5.553 9.615
```

***

[2]
Below is a molecular structure, C45H51AlGeN4O4S3, with properties calculated with ωB97M-V/def2-TZVPD.

* E_LUMO: 3.94 eV
* Kohn-Sham gap: 4.72 eV
* HOMO level: -0.78 eV
* charge: -2
* total energy: -5779.41118 a.u.

```
109
C45H51AlGeN4O4S3 | the OMol25 dataset | ωB97M-V/def2-TZVPD
Al 0.728 -1.539 0.533
N 2.649 -0.143 2.677
C 2.945 1.178 3.174
C 1.669 1.860 3.658
N 0.765 2.149 2.552
H 2.315 -0.779 3.388
H 3.379 -0.581 2.133
H 3.370 1.769 2.356
H 3.684 1.211 3.994
H 1.946 2.756 4.237
H 1.154 1.186 4.349
H 1.097 2.940 2.017
H -0.172 2.347 2.878
C -5.728 -2.366 1.347
C -4.857 -1.268 0.756
C -5.674 -0.095 0.236
O -4.093 -1.796 -0.305
C -2.701 -1.817 0.021
C -2.598 -0.970 1.291
O -3.947 -0.804 1.735
C -1.715 -1.566 2.417
O -0.418 -1.677 1.978
C -1.693 -0.632 3.640
C -0.956 -1.057 4.747
C -0.806 -0.255 5.864
C -1.384 1.011 5.897
C -2.112 1.447 4.803
C -2.270 0.631 3.685
C -2.265 -2.934 2.850
C -3.343 -3.047 3.724
C -3.826 -4.293 4.099
C -3.239 -5.449 3.601
C -2.158 -5.345 2.737
C -1.670 -4.096 2.372
C -1.848 -1.275 -1.160
O -0.547 -1.131 -0.741
C -2.481 0.039 -1.696
C -2.070 1.343 -1.367
C -2.728 2.418 -1.987
C -3.766 2.260 -2.880
C -4.179 0.973 -3.195
C -3.536 -0.099 -2.609
C -1.824 -2.311 -2.309
C -2.753 -3.334 -2.471
C -2.635 -4.243 -3.518
C -1.589 -4.140 -4.421
C -0.653 -3.125 -4.262
C -0.767 -2.228 -3.214
H -6.447 -2.706 0.600
H -6.268 -1.991 2.218
H -5.102 -3.203 1.651
H -6.361 -0.430 -0.542
H -5.002 0.651 -0.189
H -6.244 0.350 1.054
H -2.386 -2.847 0.209
H -2.175 0.006 1.043
H -0.482 -2.031 4.707
H -0.224 -0.608 6.707
H -1.262 1.648 6.765
H -2.568 2.431 4.813
H -2.857 0.990 2.851
H -3.806 -2.149 4.112
H -4.666 -4.361 4.782
H -3.615 -6.423 3.892
H -1.684 -6.239 2.349
H -0.806 -4.000 1.725
H -1.521 2.339 0.434
H -2.407 3.421 -1.723
H -4.241 3.126 -3.327
H -4.989 0.802 -3.895
H -3.862 -1.095 -2.871
H -3.580 -3.428 -1.780
H -3.365 -5.038 -3.619
H -1.494 -4.852 -5.233
H 0.185 -3.046 -4.945
H -0.015 -1.466 -3.055
S 7.966 -0.459 -5.745
C 7.266 -0.431 -4.220
S 6.383 -1.760 -3.559
C 5.987 -0.843 -2.079
N 6.511 0.355 -2.130
N 7.217 0.565 -3.314
C 7.756 1.870 -3.448
C 8.955 2.111 -4.110
C 9.444 3.407 -4.193
C 8.756 4.465 -3.620
C 7.568 4.215 -2.947
C 7.068 2.927 -2.855
S 5.054 -1.527 -0.858
H 9.489 1.289 -4.559
H 10.379 3.584 -4.712
H 9.144 5.474 -3.692
H 7.021 5.029 -2.487
H 6.156 2.713 -2.319
C 0.760 4.427 -0.010
Ge 0.505 2.771 -1.072
C 2.123 1.688 -1.004
C 0.239 3.371 -2.925
C -1.031 1.751 -0.349
H 0.562 5.303 -0.632
H 1.787 4.497 0.352
H 0.086 4.467 0.848
H 3.012 2.322 -0.962
H 2.205 1.048 -1.882
H 2.122 1.033 -0.131
H 1.178 3.806 -3.277
H -0.543 4.126 -3.011
H -0.015 2.532 -3.573
H -0.564 0.900 0.132
```